Record 1
DFT (the ωB97M-V functional and the def2-TZVPD basis) results for a cluster of 13 separate species, C40H115N17O13 in total.

Properties
strongest force on any atom	0.052	hartree/bohr
HOMO-LUMO gap	9.30	eV
ΔE to the lowest compared entry with this formula, charge and spin	83.0	kcal per mole

The geometry in ORCA input format:
```
! RIJCOSX wB97M-V def2-TZVPD def2/J DEFGRID3
* xyz 0 1
C 5.474 -3.543 2.292
O 4.426 -2.963 1.975
N 5.651 -4.870 2.173
N 6.572 -2.878 2.769
H 6.586 -5.221 2.202
H 4.826 -5.382 1.892
H 7.306 -3.389 3.215
H 6.632 -1.891 2.595
C 1.551 -1.691 -4.080
O 1.907 -2.843 -4.247
N 2.305 -0.587 -3.784
N 0.223 -1.301 -4.235
H 3.300 -0.748 -3.809
H 1.948 0.357 -3.697
H -0.142 -0.520 -3.722
H -0.387 -2.087 -4.405
C 1.341 5.435 2.535
O 2.062 5.891 1.649
N 1.219 6.091 3.717
N 0.644 4.276 2.440
H 0.601 5.799 4.451
H 1.716 6.953 3.836
H 0.181 3.796 3.190
H 0.823 3.805 1.564
C 3.054 -6.367 0.186
O 3.997 -6.794 0.872
N 2.313 -5.299 0.589
N 2.774 -6.860 -1.026
H 2.710 -4.894 1.422
H 1.836 -4.762 -0.114
H 2.094 -6.415 -1.624
H 3.340 -7.589 -1.414
C 0.073 -6.631 -4.069
C 0.095 -5.410 -3.139
C -0.492 -5.645 -1.749
O -0.496 -4.625 -0.773
C -1.193 -3.456 -1.246
N 1.498 -4.940 -3.192
H 0.442 -7.531 -3.563
H 0.763 -6.539 -4.904
H -0.937 -6.924 -4.359
H -0.545 -4.580 -3.475
H -0.007 -6.490 -1.247
H -1.527 -5.948 -1.962
H -0.535 -2.887 -1.903
H -1.439 -2.922 -0.327
H -2.162 -3.685 -1.698
H 1.669 -4.724 -4.164
H 1.645 -4.118 -2.617
C 5.214 -0.211 -0.005
C 5.635 0.585 -1.245
C 5.465 2.093 -0.969
O 4.222 2.371 -0.363
C 3.199 2.740 -1.257
N 6.979 0.116 -1.539
H 4.222 0.074 0.354
H 5.853 0.040 0.845
H 5.142 -1.295 -0.096
H 5.006 0.270 -2.091
H 5.652 2.753 -1.820
H 6.221 2.310 -0.208
H 2.291 3.042 -0.737
H 3.010 1.946 -1.982
H 3.487 3.645 -1.811
H 7.278 0.337 -2.486
H 6.961 -0.897 -1.555
C -1.702 1.168 0.462
C -0.201 1.286 0.696
C 0.621 0.151 0.128
O 0.338 -1.074 0.781
C 1.387 -2.019 0.879
N 0.217 2.539 0.039
H -2.055 0.266 0.968
H -2.002 1.123 -0.586
H -2.172 2.087 0.816
H 0.026 1.465 1.749
H 1.663 0.430 0.322
H 0.415 -0.046 -0.932
H 2.081 -1.847 1.707
H 1.973 -1.855 -0.036
H 1.042 -3.049 0.896
H 0.385 2.477 -0.954
H -0.479 3.231 0.275
C -0.510 2.464 -5.495
C 0.970 2.816 -5.173
C 1.160 4.304 -5.318
O 0.604 4.889 -4.147
C 0.627 6.323 -4.187
N 1.358 2.280 -3.829
H -0.590 1.383 -5.634
H -0.937 2.913 -6.393
H -1.233 2.732 -4.720
H 1.569 2.291 -5.921
H 0.652 4.685 -6.210
H 2.206 4.594 -5.487
H 1.639 6.717 -4.294
H 0.280 6.750 -3.248
H -0.054 6.575 -5.001
H 0.624 2.709 -3.255
H 2.046 3.017 -3.641
C -1.749 8.388 -2.205
C -1.991 7.518 -0.979
C -1.294 6.168 -1.034
O -1.854 5.101 -0.287
C -2.027 5.326 1.111
N -1.631 8.303 0.225
H -2.224 7.895 -3.055
H -0.675 8.279 -2.383
H -2.080 9.413 -2.082
H -3.080 7.411 -0.858
H -0.224 6.390 -0.945
H -1.433 5.787 -2.050
H -1.033 5.551 1.512
H -2.363 4.419 1.609
H -2.693 6.167 1.299
H -2.070 9.213 0.186
H -1.944 7.852 1.071
C -4.068 -1.809 2.230
C -5.543 -1.651 2.511
C -6.263 -3.000 2.331
O -6.309 -3.431 0.970
C -7.269 -2.729 0.193
N -5.729 -1.008 3.811
H -3.923 -2.253 1.246
H -3.614 -2.391 3.040
H -3.550 -0.850 2.275
H -5.842 -0.886 1.786
H -7.309 -2.896 2.641
H -5.702 -3.820 2.782
H -7.043 -1.663 0.134
H -8.250 -2.815 0.675
H -7.313 -3.240 -0.765
H -6.676 -1.190 4.131
H -5.123 -1.430 4.509
C -4.215 3.521 -1.149
C -5.222 2.446 -1.641
C -4.747 0.993 -1.593
O -3.710 0.912 -2.572
C -3.040 -0.324 -2.539
N -6.414 2.667 -0.819
H -4.668 4.503 -1.260
H -3.393 3.449 -1.865
H -3.909 3.313 -0.128
H -5.461 2.745 -2.671
H -5.513 0.237 -1.775
H -4.294 0.949 -0.596
H -3.347 -0.936 -1.685
H -1.955 -0.466 -2.561
H -3.363 -0.846 -3.450
H -7.123 1.988 -1.089
H -6.815 3.576 -1.008
C 1.074 -0.511 4.666
C 1.263 0.931 5.050
C 2.193 1.698 4.105
O 3.462 1.079 4.121
C 4.352 1.646 3.188
N -0.072 1.619 5.174
H 0.458 -1.155 5.293
H 2.097 -0.889 4.792
H 0.858 -0.692 3.612
H 1.676 0.986 6.062
H 2.321 2.728 4.449
H 1.775 1.631 3.095
H 3.890 1.408 2.223
H 5.226 1.000 3.059
H 4.723 2.648 3.399
H -0.681 1.001 5.692
H 0.096 2.459 5.717
C 1.075 -4.086 4.168
C -0.242 -4.809 4.190
C -0.753 -5.082 2.784
O -2.043 -5.641 2.961
C -2.776 -5.847 1.768
N -0.145 -6.043 5.018
H 1.879 -4.772 3.865
H 1.470 -3.644 5.078
H 1.015 -3.430 3.294
H -1.016 -4.200 4.669
H -0.101 -5.774 2.225
H -0.742 -4.259 2.056
H -2.134 -6.526 1.183
H -2.827 -4.920 1.193
H -3.680 -6.431 1.909
H 0.736 -6.516 4.845
H -0.861 -6.598 4.548
*
```

---

Record 2
DFT (the ωB97M-V functional and the def2-TZVPD basis) results for a structure of composition C24H22N4NiO5.

Properties
strongest force on any atom	0.026	hartree/bohr
HOMO-LUMO gap (alpha / beta)	6.95 / 6.79	eV
⟨S²⟩	2.009
ΔE to the lowest compared entry with this formula, charge and spin	45.5	kcal per mole

The geometry in ORCA input format:
```
! RIJCOSX wB97M-V def2-TZVPD def2/J DEFGRID3
* xyz 0 3
Ni -0.069 -0.498 0.535
O 3.470 5.248 -0.336
C 4.214 4.048 -0.239
C 3.301 2.873 -0.054
C 3.869 1.576 0.053
C 3.032 0.513 0.223
N 1.697 0.610 0.325
C 1.115 1.868 0.238
C 1.959 3.030 0.021
C -1.277 1.788 -0.488
C -2.023 2.956 -0.510
C -3.372 2.888 -0.195
C -4.213 4.139 -0.144
O -3.811 5.135 -1.059
C -3.915 1.644 0.111
C -3.095 0.533 0.117
N -1.796 0.595 -0.174
H 4.081 5.988 -0.337
H 4.901 4.078 0.614
H 4.812 3.886 -1.145
H 4.938 1.428 -0.010
H 3.425 -0.495 0.288
H 1.487 3.995 -0.084
H -1.551 3.894 -0.765
H -4.096 4.587 0.844
H -5.267 3.872 -0.270
H -3.998 4.841 -1.956
H -4.964 1.545 0.359
H -3.485 -0.448 0.359
O -0.251 0.994 2.060
N 0.289 2.022 1.621
O 0.298 3.059 2.215
O 0.038 1.780 -0.803
C 0.168 -4.098 -3.801
C 0.759 -2.866 -3.557
C 0.679 -2.283 -2.305
C 0.010 -2.929 -1.256
C -0.607 -4.163 -1.522
C -0.523 -4.735 -2.778
N -0.080 -2.303 -0.022
C -0.089 -3.041 1.167
C 0.691 -4.195 1.351
C 0.716 -4.843 2.572
C -0.026 -4.370 3.648
C -0.801 -3.233 3.487
C -0.848 -2.586 2.264
H 0.232 -4.550 -4.782
H 1.292 -2.360 -4.352
H 1.139 -1.324 -2.093
H -1.164 -4.649 -0.731
H -1.010 -5.684 -2.967
H 1.299 -4.549 0.529
H 1.335 -5.723 2.694
H -0.005 -4.886 4.599
H -1.396 -2.865 4.313
H -1.516 -1.737 2.125
*
```

---

Record 3
DFT (the ωB97M-V functional and the def2-TZVPD basis) results for the molecule C3H6O.

Properties
strongest force on any atom	0.078	hartree/bohr
HOMO-LUMO gap	11.45	eV
structure (SMILES)	C[C@H]1CO1
ΔE to the lowest compared entry with this formula, charge and spin	47.6	kcal per mole

The geometry in ORCA input format:
```
! RIJCOSX wB97M-V def2-TZVPD def2/J DEFGRID3
* xyz 0 1
C 0.050 1.065 -0.648
C 0.324 -0.287 -0.123
C -0.202 -1.017 1.027
O -0.728 -1.290 -0.265
H -0.808 1.485 -0.215
H -0.337 1.003 -1.747
H 0.929 1.960 -0.708
H 1.205 -0.681 -0.592
H -0.814 -0.455 1.689
H 0.381 -1.784 1.582
*
```

---

Record 4
DFT (the ωB97M-V functional and the def2-TZVPD basis) results for a cluster of 4 separate species, C28H57F6N6O4 in total.

Properties
strongest force on any atom	0.091	hartree/bohr
HOMO-LUMO gap	4.92	eV

The geometry in ORCA input format:
```
! RIJCOSX wB97M-V def2-TZVPD def2/J DEFGRID3
* xyz 1 1
C 7.165 7.671 1.655
O 7.056 7.335 0.229
C 6.004 8.125 -0.370
N 4.926 7.281 -0.985
C 4.380 6.296 -0.284
N 4.645 5.813 1.065
C 3.752 4.652 1.424
C 2.778 4.662 0.155
C 1.172 4.679 0.403
O 0.603 3.578 0.381
C 0.490 6.112 0.598
F 1.552 6.979 1.061
F 0.110 6.676 -0.665
C -0.652 6.203 1.707
F -0.154 5.950 3.025
F -1.144 7.547 1.679
C -1.914 5.243 1.512
F -1.744 3.958 2.116
F -2.980 5.844 2.270
C -2.467 5.120 0.015
O -1.890 4.561 -0.931
O -3.758 5.672 -0.275
N 3.322 5.515 -0.947
H 6.118 7.688 2.142
H 7.629 8.694 1.840
H 7.735 6.806 2.135
H 6.439 8.799 -1.187
H 5.492 8.807 0.402
H 4.639 7.535 -1.948
H 5.589 5.396 1.016
H 4.431 3.748 1.207
H 3.312 4.589 2.471
H 2.941 3.601 -0.272
H -3.786 6.621 -0.018
H 2.521 6.096 -1.248
C -0.412 -2.434 3.037
C -0.475 -1.185 2.164
N -1.602 -1.168 1.240
C -1.505 -0.112 0.234
C -1.553 1.335 0.717
C -2.926 -1.341 1.831
C -3.364 -0.338 2.898
H -0.398 -3.340 2.424
H 0.502 -2.422 3.637
H -1.255 -2.496 3.730
H 0.456 -1.150 1.589
H -0.472 -0.305 2.818
H -2.287 -0.260 -0.520
H -0.564 -0.256 -0.311
H -2.565 1.635 0.989
H -1.232 2.000 -0.089
H -0.892 1.515 1.566
H -2.976 -2.344 2.269
H -3.679 -1.361 1.036
H -2.576 -0.121 3.622
H -4.213 -0.746 3.456
H -3.701 0.600 2.456
C -3.380 -4.090 -0.785
C -3.969 -4.522 -2.123
N -5.411 -4.334 -2.220
C -6.000 -4.991 -3.387
C -5.586 -4.489 -4.768
C -5.907 -2.988 -1.951
C -5.370 -1.847 -2.814
H -3.874 -4.604 0.044
H -2.317 -4.341 -0.748
H -3.466 -3.012 -0.626
H -3.740 -5.586 -2.246
H -3.435 -3.994 -2.923
H -7.092 -4.953 -3.309
H -5.755 -6.058 -3.328
H -6.066 -3.542 -5.013
H -5.903 -5.209 -5.528
H -4.506 -4.372 -4.865
H -5.693 -2.749 -0.903
H -7.001 -2.987 -2.005
H -4.289 -1.905 -2.965
H -5.577 -0.890 -2.326
H -5.856 -1.815 -3.789
C 0.472 -5.369 -0.812
C 1.752 -6.052 -0.342
N 2.964 -5.507 -0.941
C 4.148 -6.332 -0.696
C 4.623 -6.481 0.747
C 3.168 -4.070 -0.791
C 3.221 -3.504 0.628
H 0.389 -5.400 -1.902
H -0.398 -5.884 -0.396
H 0.419 -4.326 -0.489
H 1.667 -7.110 -0.611
H 1.784 -6.010 0.753
H 4.978 -5.959 -1.306
H 3.942 -7.335 -1.090
H 5.130 -5.583 1.099
H 5.347 -7.298 0.810
H 3.808 -6.717 1.434
H 2.368 -3.554 -1.332
H 4.080 -3.776 -1.323
H 2.443 -3.915 1.275
H 3.073 -2.419 0.594
H 4.191 -3.675 1.095
*
```

---

Record 5
DFT (the ωB97M-V functional and the def2-TZVPD basis) results for a structure of composition C3H2IrO2.

Properties
strongest force on any atom	0.083	hartree/bohr
HOMO-LUMO gap (alpha / beta)	7.12 / 6.36	eV
⟨S²⟩	8.765
ΔE to the lowest compared entry with this formula, charge and spin	0.0	kcal per mole

The geometry in ORCA input format:
```
! RIJCOSX wB97M-V def2-TZVPD def2/J DEFGRID3
* xyz 2 6
H 2.504 1.833 -1.071
O 2.294 0.231 0.166
O -1.173 -0.243 0.283
C 1.880 1.004 -0.682
C 0.453 1.130 -0.997
C -0.396 0.395 -0.296
H 0.050 1.956 -1.586
Ir -2.373 -1.725 1.026
*
```

---

Record 6
DFT (the ωB97M-V functional and the def2-TZVPD basis) results for a structure of composition C34H30N6O7SV.

Properties
strongest force on any atom	0.067	hartree/bohr
HOMO-LUMO gap (alpha / beta)	6.66 / 6.33	eV
⟨S²⟩	2.023

The geometry in ORCA input format:
```
! RIJCOSX wB97M-V def2-TZVPD def2/J DEFGRID3
* xyz 1 3
V -0.197 -0.088 -0.897
O 4.449 -0.578 2.770
C 3.372 -0.494 1.983
C 2.109 -0.958 2.374
C 1.064 -0.795 1.496
N 1.238 -0.180 0.329
C 2.443 0.224 -0.077
C 3.552 0.078 0.713
C 2.293 0.860 -1.455
O 3.152 1.489 -2.004
O 1.079 0.608 -1.905
C -0.381 -1.254 1.591
O -0.810 -1.967 2.467
O -1.045 -0.856 0.530
H 4.228 -0.931 3.640
H 1.947 -1.417 3.341
H 4.530 0.390 0.377
C 0.382 -4.230 -1.950
O -0.664 -3.626 -2.746
C -0.716 -2.350 -2.408
N 0.101 -1.950 -1.487
C 0.826 -3.112 -0.971
C 2.326 -2.946 -0.947
C 2.967 -2.237 -1.959
C 4.351 -2.175 -1.995
C 5.102 -2.836 -1.034
C 4.466 -3.535 -0.018
C 3.080 -3.582 0.031
C -1.684 -1.394 -2.900
C -2.672 -1.569 -3.859
C -3.582 -0.545 -4.064
C -3.475 0.635 -3.325
C -2.439 0.756 -2.422
N -1.572 -0.244 -2.200
C -2.120 1.919 -1.590
N -1.185 1.867 -0.707
C -1.127 3.200 -0.045
C -2.196 3.999 -0.820
O -2.800 3.043 -1.720
C 0.265 3.812 -0.018
C 1.237 3.145 0.723
C 2.519 3.654 0.835
C 2.841 4.864 0.240
C 1.877 5.542 -0.484
C 0.599 5.016 -0.624
H 1.193 -4.521 -2.616
H -0.017 -5.108 -1.449
H 0.456 -3.305 0.042
H 2.384 -1.735 -2.723
H 4.846 -1.606 -2.772
H 6.183 -2.816 -1.073
H 5.047 -4.058 0.730
H 2.582 -4.131 0.824
H -2.719 -2.492 -4.420
H -4.371 -0.650 -4.795
H -4.182 1.443 -3.451
H -1.424 3.053 0.998
H -1.771 4.792 -1.429
H -2.971 4.407 -0.178
H 0.956 2.245 1.251
H 3.269 3.117 1.402
H 3.831 5.283 0.356
H 2.111 6.497 -0.935
H -0.118 5.587 -1.198
S -0.916 1.331 3.030
C -2.377 0.477 3.006
N -2.753 -0.238 4.068
C -3.868 -1.179 4.054
C -4.940 -0.657 3.112
C -4.299 -0.387 1.761
N -3.204 0.556 1.951
H -2.067 -0.327 4.797
H -4.251 -1.272 5.070
H -3.509 -2.158 3.725
H -5.349 0.273 3.510
H -5.748 -1.379 3.013
H -5.015 0.045 1.061
H -3.911 -1.320 1.335
H -2.806 0.981 1.134
*
```

---

Record 7
DFT (the ωB97M-V functional and the def2-TZVPD basis) results for the molecule C3H5N3O.

Properties
strongest force on any atom	0.031	hartree/bohr
HOMO-LUMO gap	9.79	eV
structure (SMILES)	Nc1conc1N
ΔE to the lowest compared entry with this formula, charge and spin	55.0	kcal per mole

The geometry in ORCA input format:
```
! RIJCOSX wB97M-V def2-TZVPD def2/J DEFGRID3
* xyz 0 1
N 0.046 1.650 -0.287
C 0.466 0.305 -0.187
C 1.643 -0.327 -0.046
O 1.428 -1.627 0.213
N 0.063 -1.862 0.301
C -0.505 -0.705 0.086
N -1.864 -0.463 0.174
H -0.138 1.750 0.696
H 0.804 2.286 -0.531
H 2.674 0.000 -0.101
H -2.171 0.283 -0.439
H -2.444 -1.289 0.119
*
```

---

Record 8
DFT (the ωB97M-V functional and the def2-TZVPD basis) results for a cluster of 2 separate species, CH3NO4 in total.

Properties
strongest force on any atom	0.096	hartree/bohr
HOMO-LUMO gap	10.26	eV
structure (SMILES)	O=CO.O=NO
ΔE to the lowest compared entry with this formula, charge and spin	19.9	kcal per mole

The geometry in ORCA input format:
```
! RIJCOSX wB97M-V def2-TZVPD def2/J DEFGRID3
* xyz 0 1
O -0.113 0.712 1.477
C -1.270 0.473 1.255
O -1.808 0.020 0.184
H -1.932 0.515 2.028
H -0.976 0.022 -0.528
O 1.928 -1.587 -2.045
N 2.058 -0.744 -1.245
O 0.848 0.057 -0.927
H 1.266 0.533 -0.200
*
```

---

Record 9
DFT (the ωB97M-V functional and the def2-TZVPD basis) results for a structure of composition C3H2FGaO2.

Properties
strongest force on any atom	0.143	hartree/bohr
HOMO-LUMO gap (alpha / beta)	8.78 / 7.39	eV
⟨S²⟩	0.754
ΔE to the lowest compared entry with this formula, charge and spin	18.5	kcal per mole

The geometry in ORCA input format:
```
! RIJCOSX wB97M-V def2-TZVPD def2/J DEFGRID3
* xyz 1 2
F -1.018 1.576 -0.647
O 0.317 -1.055 -0.683
O 1.592 0.682 0.060
C -1.214 -0.955 -0.310
C -0.921 0.378 0.258
C 0.500 0.164 -0.219
H -1.365 -1.729 0.457
H -1.098 0.669 1.299
Ga 3.207 0.270 -0.215
*
```

---

Record 10
DFT (the ωB97M-V functional and the def2-TZVPD basis) results for the molecule C5H6O2.

Properties
strongest force on any atom	0.012	hartree/bohr
HOMO-LUMO gap	10.77	eV
structure (SMILES)	C#C[C@H](C=O)CO
ΔE to the lowest compared entry with this formula, charge and spin	55.7	kcal per mole

The geometry in ORCA input format:
```
! RIJCOSX wB97M-V def2-TZVPD def2/J DEFGRID3
* xyz 0 1
C -1.167 -0.060 -2.392
C -0.442 0.077 -1.440
C 0.404 0.212 -0.249
C 0.912 -1.178 0.133
O 0.413 -1.838 1.013
C -0.343 0.843 0.937
O 0.490 0.885 2.071
H -1.808 -0.180 -3.238
H 1.276 0.834 -0.491
H 1.783 -1.555 -0.438
H -1.268 0.283 1.124
H -0.609 1.874 0.692
H 0.582 -0.029 2.374
*
```